Entry 1:
10
Properties=species:S:1:pos:R:3:lowdin_charge:R:1 method="wB97M-V/def2-TZVPD" e_tot_ev=-20135.9039 e_lumo_ha="0.137 / 0.137" gap_ev="6.111 / 6.112" relative_energy_kj_mol=247.85 mol_weight_g_mol=119.12 homo_ev="-2.38 / -2.38" total_charge=-1 smiles="O=C/C=C/OS[O-]"
C -0.2999 2.0934 -0.7242 -0.33
C -0.4038 0.6687 -0.4550 -0.07
C 0.3536 -0.2057 0.3650 -0.19
O 0.3066 -4.0498 0.9683 -0.76
O 0.4118 3.0395 -0.2752 -0.09
O -0.0114 -1.4582 0.3481 -0.43
S 0.7227 -2.6435 1.3198 0.66
H -1.0392 2.2511 -1.5538 0.09
H 1.1703 0.0151 0.9237 0.08
H -1.2108 0.2893 -0.9166 0.04


Entry 2:
41
Properties=species:S:1:pos:R:3:lowdin_charge:R:1 method="wB97M-V/def2-TZVPD" e_tot_ev=-42603.8307 e_lumo_ha=0.024 gap_ev=8.638 relative_energy_kj_mol=136.65 mol_weight_g_mol=316.50 homo_ev=-7.99 smiles=C[C@H](c1nccs1)c1c(CCN(C)C)sc2ccccc12
N -3.5948 1.0490 -0.2232 0.05
S -2.3454 -0.3513 1.5818 1.01
S 2.4306 1.1336 0.4621 1.08
C -2.4706 0.4254 -0.0043 -0.56
C -4.4559 0.9377 0.8747 -0.24
C -3.9770 0.2680 1.9533 -0.37
C 1.2175 0.2149 -0.3707 -0.47
C -0.0139 0.8736 -0.3964 -0.18
C 0.7019 4.6684 1.4464 -0.09
C -0.6003 4.4780 0.9148 -0.08
C 1.6794 3.6617 1.3205 -0.10
C -0.8951 3.2584 0.2907 -0.03
C 1.3308 2.4347 0.7360 -0.49
C 0.0533 2.2233 0.1981 -0.19
N 1.9442 -3.4868 -0.3964 -0.28
C 1.1957 -4.7322 -0.0878 -0.10
C 3.4061 -3.6366 -0.2657 -0.09
C -1.5751 0.8514 -2.4242 -0.03
C 1.5926 -1.1128 -0.9914 -0.18
C -1.3213 0.2987 -0.9944 -0.30
C 1.3555 -2.2174 0.0361 -0.21
H -5.4543 1.3694 0.9015 0.10
H -4.5514 0.0800 2.8394 0.06
H 1.0434 5.5984 1.9280 0.10
H -1.3479 5.2605 0.9685 0.10
H 2.6857 3.7993 1.7426 0.11
H -1.8994 3.1458 -0.1853 0.11
H 1.5160 -5.5849 -0.7205 0.08
H 1.3232 -5.0764 0.9541 0.08
H 0.1272 -4.5827 -0.2552 0.07
H 3.6375 -3.6620 0.8314 0.09
H 3.8099 -4.5590 -0.7485 0.09
H 3.9162 -2.7798 -0.7008 0.06
H -1.6361 1.9483 -2.3045 0.08
H -2.5411 0.5431 -2.8266 0.08
H -0.7473 0.5854 -3.0492 0.07
H 2.6462 -1.0602 -1.2946 0.10
H 0.9699 -1.2626 -1.8756 0.12
H -1.1788 -0.7769 -1.0920 0.12
H 1.7373 -1.9257 1.0151 0.12
H 0.2859 -2.2994 0.2122 0.11


Entry 3:
11
Properties=species:S:1:pos:R:3:lowdin_charge:R:1 method="wB97M-V/def2-TZVPD" e_tot_ev=-17584.0783 e_lumo_ha="-0.030 / -0.030" gap_ev="8.649 / 8.648" relative_energy_kj_mol=312.99 mol_weight_g_mol=108.03 homo_ev="-9.47 / -9.47"
C 1.5545 0.7802 0.4984 -0.39
C -1.9705 -0.1701 -0.9368 0.13
O 0.4468 -2.2266 0.8501 -0.27
O 0.5642 0.3660 1.4034 -0.20
O 1.5791 -0.2202 -0.4905 -0.18
P 0.3065 -0.9183 0.3233 0.69
H 1.2987 1.8742 0.0847 0.16
H 2.5512 0.7918 1.1753 0.16
H -1.8282 -0.1657 -1.9616 -0.01
H -2.6204 -0.8034 -0.4758 -0.03
H -1.8819 0.6920 -0.4706 -0.07


Entry 4:
23
Properties=species:S:1:pos:R:3:lowdin_charge:R:1 method="wB97M-V/def2-TZVPD" e_tot_ev=-13959.1767 e_lumo_ha=0.017 gap_ev=9.894 relative_energy_kj_mol=275.71 mol_weight_g_mol=147.18 homo_ev=-9.43 smiles=C[C@@H](O)[C@](N)(C#N)CN.O
C -2.3154 -1.1976 2.3030 -0.04
C -1.3502 -1.9195 1.3788 -0.39
O -1.6298 -1.6389 0.0154 -0.02
C 0.1469 -1.5773 1.6257 -0.48
N 0.5381 -1.7047 3.0190 0.09
C 1.0360 -2.5431 0.7860 -0.23
N 2.4624 -2.3741 0.9274 0.02
C 0.4247 -0.1767 1.1875 -0.12
N 0.5083 0.9986 1.3464 0.17
H -3.3477 -1.4417 2.0181 0.09
H -2.1774 -1.5202 3.3427 0.08
H -2.1858 -0.1075 2.2442 0.09
H -1.4347 -3.0071 1.5490 0.15
H -2.5180 -1.9290 -0.2103 0.10
H 0.0043 -1.0958 3.6305 0.09
H 0.4185 -2.6640 3.3342 0.10
H 0.7624 -3.5569 1.1183 0.12
H 0.7608 -2.4646 -0.2715 0.12
H 2.7774 -1.4925 0.5332 0.07
H 2.7242 -2.3734 1.9096 0.07
O 1.1199 0.5887 -1.0715 -0.21
H 0.5602 -0.1549 -1.3576 0.02
H 0.8574 1.4274 -0.3491 0.13


Entry 5:
18
Properties=species:S:1:pos:R:3:lowdin_charge:R:1 method="wB97M-V/def2-TZVPD" e_tot_ev=-11382.4190 e_lumo_ha=0.004 gap_ev=8.681 relative_energy_kj_mol=432.62 mol_weight_g_mol=118.14 homo_ev=-8.58 smiles="N#CCO.C=O.CN"
C 0.2784 2.1247 1.0201 -0.08
C 1.9240 -0.3915 0.0085 -0.21
O -0.0272 2.1494 -0.1632 -0.04
O 1.7929 0.2182 -1.2520 -0.08
H -0.9684 0.5112 -0.6680 0.08
H 1.2909 1.0398 -1.1572 0.05
H -0.4782 2.3027 1.7979 0.10
H 1.2747 2.0472 1.4641 0.09
H 2.3199 -1.3973 -0.1953 0.11
H 2.6540 0.1067 0.6713 0.11
C -2.0926 -1.2534 -0.4737 -0.14
N -0.8573 -0.5213 -0.7508 -0.06
C 0.5244 -0.8261 0.7537 -0.32
N 0.0434 -1.0402 1.7822 0.09
H -0.4938 -0.7109 -1.6785 0.10
H -2.3358 -1.1226 0.5778 0.06
H -1.9170 -2.3144 -0.6381 0.08
H -2.9322 -0.9222 -1.0988 0.07


Entry 6:
56
Properties=species:S:1:pos:R:3:lowdin_charge:R:1 method="wB97M-V/def2-TZVPD" e_tot_ev=-46308.1708 e_lumo_ha="-0.156 / -0.157" gap_ev="5.475 / 5.548" mol_weight_g_mol=432.39 homo_ev="-9.73 / -9.81" total_charge=+1
O -0.2593 0.6534 -3.6091 -0.12
H -0.6317 0.4819 -4.4982 0.12
Al -0.1495 0.2400 -0.2530 0.18
N -0.3726 2.0398 0.5229 -0.09
N 1.1409 1.2765 -1.3175 -0.12
N -1.7174 -0.3550 0.7905 0.01
N -0.8375 -1.2717 -1.2942 0.01
O -1.2070 2.4178 1.5117 -0.19
O -2.2371 0.2754 1.8479 -0.04
O -0.2485 -1.7986 -2.4352 0.01
O 1.8453 0.9210 -2.2897 -0.05
C 1.3276 2.5894 -0.9038 -0.24
C 0.5572 2.9795 0.1972 -0.20
C -2.1622 -1.6027 0.5666 -0.20
C -1.7380 -2.0715 -0.6949 -0.18
C 0.6816 4.2239 1.0065 0.01
H 1.0775 4.0192 2.0157 0.10
H -0.2987 4.7091 1.1044 0.10
H 1.3784 4.9217 0.5275 0.08
C 2.3289 3.3619 -1.6543 -0.02
H 1.9742 3.5602 -2.6782 0.10
H 3.2404 2.7547 -1.7354 0.09
H 2.5347 4.3103 -1.1456 0.08
C -2.9099 -2.3883 1.5933 0.02
C -2.0467 -3.4194 -1.2242 0.03
H -3.3262 -1.7186 2.3554 0.09
H -2.2591 -3.1188 2.1065 0.11
H -3.7125 -2.9741 1.1160 0.10
H -1.4140 -3.5715 -2.0966 0.09
H -3.1053 -3.5211 -1.4967 0.11
H -1.8475 -4.2009 -0.4779 0.11
H -1.8620 1.3542 1.6956 0.01
H 0.4612 -1.1586 -2.6766 0.11
C -1.2961 1.1580 -2.7601 -0.12
H -0.8973 1.8168 -1.9766 0.07
H -1.8161 0.3244 -2.2844 0.07
H -1.9985 1.7583 -3.3440 0.11
O -3.4617 2.4126 -0.4966 -0.05
H -4.1640 1.8352 -0.1784 0.04
H -2.8642 2.4809 0.2768 0.01
C 3.2819 -3.1613 -0.0768 0.03
N 2.6183 -2.2090 0.8281 -0.02
C 2.6252 -2.3664 2.1784 0.02
C 1.9511 -1.4916 2.9891 0.03
C 1.1307 -0.4979 2.4187 -0.29
N 1.0898 -0.4052 1.0790 0.19
C 1.8154 -1.2525 0.2828 -0.40
O 1.6572 -1.1336 -0.9461 0.04
N 0.3752 0.3588 3.1187 0.23
H 3.0727 -2.8737 -1.1188 0.11
H 2.9040 -4.1859 0.0874 0.11
H 4.3669 -3.1576 0.1022 0.11
H 3.2044 -3.2336 2.4949 0.15
H 1.9708 -1.5522 4.0709 0.12
H -0.1644 1.0978 2.6424 0.09
H 0.3936 0.3585 4.1359 0.14